(1)
Density functional theory data (ωB97M-V/def2-TZVPD) for an isolated molecule of C5H7NO.

Geometry as XYZ:
```
14
Properties=species:S:1:pos:R:3:nbo_charge:R:1
O 1.520 0.498 0.778 -0.5154
C 1.691 -0.749 0.295 0.4127
C -0.591 0.464 -0.491 -0.2965
H 0.069 1.917 0.991 0.1912
C 0.480 1.293 0.186 -0.0698
C -1.527 -0.325 0.378 -0.4160
C -0.461 -1.045 -0.401 -0.0728
H -2.538 -0.462 0.001 0.2235
N 0.811 -1.590 -0.042 -0.4707
H -1.458 -0.204 1.457 0.2233
H 0.999 1.944 -0.528 0.1877
H 2.731 -0.957 0.081 0.1663
H -0.825 -1.625 -1.245 0.2103
H -0.901 0.840 -1.460 0.2262
```

Output
- energy above the lowest of the compared OMol25 structures with the same formula, charge and spin (kJ/mol) = 206.5
- HOMO energy (eV) = -9.435
- net charge = 0
- electronic energy (hartree) = -324.64581
- SMILES = C1=N[C@H]2C[C@H]2CO1
- 2S+1 = 1
- M (g mol⁻¹) = 97.117
- gap between HOMO and LUMO (eV) = 10.4

(2)
Density functional theory data (ωB97M-V/def2-TZVPD) for a cluster of 2 separate species, C5H7NO in total.

Geometry as XYZ:
```
14
Properties=species:S:1:pos:R:3:nbo_charge:R:1
H -0.670 -1.534 0.882 0.2474
H 0.787 1.984 -0.947 0.2086
O 1.663 0.231 -0.292 -0.4809
H -1.142 -0.668 -2.084 0.2236
C 1.198 -1.098 -0.165 0.5455
N 1.968 -2.086 -0.060 -0.6472
C -0.284 -1.023 0.003 -0.3468
C 0.567 1.014 -0.517 0.1943
C -0.598 0.409 -0.239 -0.1728
H -1.515 2.841 -0.959 0.0088
H 2.944 -1.788 -0.076 0.3523
C -1.346 -0.598 -1.018 -0.3486
H -1.260 3.260 -1.519 -0.0120
H -2.361 -0.871 -0.738 0.2278
```

Output
- energy above the lowest of the compared OMol25 structures with the same formula, charge and spin (kJ/mol) = 428.5
- HOMO energy (eV) = -8.754
- net charge = 0
- electronic energy (hartree) = -324.56127
- SMILES = [H]/N=C1\OC=C2C[C@H]21.[H][H]
- 2S+1 = 1
- M (g mol⁻¹) = 97.117
- gap between HOMO and LUMO (eV) = 9.3

(3)
Density functional theory data (ωB97M-V/def2-TZVPD) for an isolated molecule of C5H7NO.

Geometry as XYZ:
```
14
Properties=species:S:1:pos:R:3:nbo_charge:R:1
C -0.067 -0.333 1.155 0.1442
H 0.356 2.985 1.139 0.1933
C 0.817 -0.828 -0.979 -0.1517
C -0.536 -1.228 -1.384 -0.0306
H 1.545 1.723 0.383 0.1915
N -0.170 0.979 1.286 -0.4055
H -2.679 -1.816 -1.849 0.2396
H 1.072 0.166 -1.366 0.2065
H 1.584 -1.514 -1.344 0.2200
C -1.665 -1.542 -1.658 -0.2313
O 0.977 -0.847 0.454 -0.5126
C 0.609 1.976 0.854 -0.4513
H -0.859 -0.985 1.493 0.1731
H -0.985 1.263 1.817 0.4150
```

Output
- energy above the lowest of the compared OMol25 structures with the same formula, charge and spin (kJ/mol) = 484.4
- HOMO energy (eV) = -6.604
- net charge = 0
- electronic energy (hartree) = -324.53997
- 2S+1 = 1
- M (g mol⁻¹) = 97.117
- gap between HOMO and LUMO (eV) = 7.5

(4)
Density functional theory data (ωB97M-V/def2-TZVPD) for an isolated molecule of C5H7NO in a non-equilibrium geometry.

Geometry as XYZ:
```
14
Properties=species:S:1:pos:R:3:nbo_charge:R:1
O 0.532 2.186 0.158 -0.5265
N -1.369 -1.133 -2.109 -0.3534
H 2.212 -1.359 0.139 0.2143
H -1.445 0.167 -0.499 0.2938
C -0.538 1.710 0.448 0.4482
C 0.084 -0.888 0.139 -0.2270
C 1.564 -0.487 0.044 -0.6182
H -1.666 0.001 1.180 0.2393
H -0.055 -1.709 0.849 0.2392
C -0.911 0.256 0.435 -0.5590
H -1.425 2.354 0.650 0.1157
H 1.706 -0.025 -0.927 0.2309
C -0.574 -1.341 -1.280 0.2590
H 1.887 0.268 0.773 0.2438
```

Output
- energy above the lowest of the compared OMol25 structures with the same formula, charge and spin (kJ/mol) = 213.9
- HOMO energy (eV) = -10.134
- net charge = 0
- electronic energy (hartree) = -324.64300
- SMILES = C[C@H](C#N)CC=O
- 2S+1 = 1
- M (g mol⁻¹) = 97.117
- gap between HOMO and LUMO (eV) = 10.6

(5)
Density functional theory data (ωB97M-V/def2-TZVPD) for a structure of composition C5H7NO.

Geometry as XYZ:
```
14
Properties=species:S:1:pos:R:3:nbo_charge:R:1
H 0.471 1.455 -1.182 0.2546
C -0.891 -0.605 -1.287 -0.0677
H 3.296 -0.536 0.708 0.3546
C -1.474 -0.500 0.103 -0.5209
C -0.753 0.770 0.601 -0.4490
N 2.719 0.304 0.685 -0.6983
C 0.455 0.816 -0.308 0.1306
H -0.442 0.724 1.650 0.2309
H -0.810 -1.630 -1.667 0.1435
O 1.028 -0.881 -0.581 -0.5373
H -1.355 1.669 0.440 0.2335
H -2.556 -0.336 -0.002 0.2458
C 1.642 0.107 0.065 0.4784
H -1.329 -1.357 0.775 0.2013
```

Output
- energy above the lowest of the compared OMol25 structures with the same formula, charge and spin (kJ/mol) = 636.5
- HOMO energy (eV) = -8.394
- net charge = 0
- electronic energy (hartree) = -324.48203
- 2S+1 = 1
- M (g mol⁻¹) = 97.117
- gap between HOMO and LUMO (eV) = 8.4

(6)
Density functional theory data (ωB97M-V/def2-TZVPD) for an isolated molecule of C5H7NO.

Geometry as XYZ:
```
14
Properties=species:S:1:pos:R:3:nbo_charge:R:1
H -2.053 1.659 -0.136 0.2228
N 1.853 0.456 0.252 -0.6822
H -2.313 0.170 -1.069 0.2186
H -2.455 0.149 0.693 0.2214
O 2.134 -1.624 1.305 -0.5061
C 0.588 1.113 0.072 -0.0463
C -0.433 0.261 -0.045 -0.0190
H 0.549 2.198 0.111 0.2091
C -1.889 0.577 -0.143 -0.6330
H -0.435 -1.978 0.240 0.2391
H 2.329 0.374 -0.651 0.3775
H 0.483 -1.322 -1.139 0.2332
C 0.161 -1.133 -0.098 -0.5545
C 1.481 -0.901 0.609 0.7194
```

Output
- energy above the lowest of the compared OMol25 structures with the same formula, charge and spin (kJ/mol) = 89.0
- HOMO energy (eV) = -8.960
- net charge = 0
- electronic energy (hartree) = -324.69056
- SMILES = CC1=CNC(=O)C1
- 2S+1 = 1
- M (g mol⁻¹) = 97.117
- gap between HOMO and LUMO (eV) = 9.7

(7)
Density functional theory data (ωB97M-V/def2-TZVPD) for an isolated molecule of C5H7NO.

Geometry as XYZ:
```
14
Properties=species:S:1:pos:R:3:nbo_charge:R:1
H -0.886 1.114 1.461 0.2147
H 2.300 -1.057 0.486 0.2235
C 0.015 1.145 0.864 -0.4840
H 0.625 2.041 0.970 0.1979
C 0.491 0.059 0.182 -0.0374
C -0.374 -0.927 -0.356 -0.1927
C 1.979 -0.142 -0.028 -0.6402
H 0.000 -1.905 -0.649 0.1974
H -1.896 -0.620 -1.921 0.3898
H 2.244 -0.251 -1.085 0.2099
O -3.186 0.419 0.576 -0.4926
C -2.202 0.069 0.022 0.8074
N -1.645 -0.602 -0.927 -0.6130
H 2.553 0.684 0.401 0.2193
```

Output
- energy above the lowest of the compared OMol25 structures with the same formula, charge and spin (kJ/mol) = 390.8
- HOMO energy (spin up / spin down) (eV) = -7.282 / -7.289
- net charge = 0
- electronic energy (hartree) = -324.57563
- 2S+1 = 1
- M (g mol⁻¹) = 97.117
- gap between HOMO and LUMO (spin up / spin down) (eV) = 7.4 / 7.4

(8)
Density functional theory data (ωB97M-V/def2-TZVPD) for a structure of composition C5H7NO in a non-equilibrium geometry.

Geometry as XYZ:
```
14
Properties=species:S:1:pos:R:3:nbo_charge:R:1
O -0.890 -1.031 0.664 -0.5515
N -0.325 1.117 0.483 -0.5397
C 0.171 -0.280 0.191 0.3872
H -0.195 0.284 -2.070 0.1966
C 1.558 -0.568 0.691 -0.6513
H -2.221 1.887 -0.073 0.2117
H 0.089 1.775 1.128 0.4127
H 2.254 0.187 0.332 0.2173
H 1.563 -0.590 1.780 0.2262
C -0.412 -0.468 -1.314 -0.4148
H 1.873 -1.543 0.329 0.2371
H -0.233 -1.479 -1.668 0.2176
C -1.541 1.057 -0.015 0.1485
C -1.689 -0.348 -0.458 -0.0978
```

Output
- energy above the lowest of the compared OMol25 structures with the same formula, charge and spin (kJ/mol) = 486.6
- HOMO energy (spin up / spin down) (eV) = -7.182 / -7.179
- net charge = 0
- electronic energy (hartree) = -324.53913
- 2S+1 = 1
- M (g mol⁻¹) = 97.117
- gap between HOMO and LUMO (spin up / spin down) (eV) = 7.5 / 7.5

(9)
Density functional theory data (ωB97M-V/def2-TZVPD) for an isolated molecule of C5H7NO.

Geometry as XYZ:
```
14
Properties=species:S:1:pos:R:3:nbo_charge:R:1
N 3.234 -0.763 0.146 -0.6631
H 1.347 -1.206 -0.450 0.1564
H -2.708 0.046 0.591 0.2236
C -2.254 -0.047 -0.401 -0.5946
C -0.756 -0.254 -0.269 -0.3826
H -0.389 0.946 1.451 0.2016
O 1.416 0.617 0.571 -0.4980
H 3.747 -0.035 0.644 0.3488
H -2.459 0.860 -0.978 0.2238
C -0.365 -1.380 -0.810 0.1648
C 0.022 0.824 0.440 -0.0570
H -2.723 -0.892 -0.913 0.2432
H -0.123 1.773 -0.092 0.2016
C 2.011 -0.489 0.070 0.4314
```

Output
- energy above the lowest of the compared OMol25 structures with the same formula, charge and spin (kJ/mol) = 454.0
- HOMO energy (eV) = -10.070
- net charge = 0
- electronic energy (hartree) = -324.55156
- 2S+1 = 1
- M (g mol⁻¹) = 97.117
- gap between HOMO and LUMO (eV) = 9.8

(10)
Density functional theory data (ωB97M-V/def2-TZVPD) for a structure of composition C5H7NO2 in a non-equilibrium geometry.

Geometry as XYZ:
```
15
Properties=species:S:1:pos:R:3:nbo_charge:R:1
H -0.548 1.575 0.082 0.2191
H -0.636 0.055 -2.155 0.2253
O 2.641 -0.215 -1.461 -0.5570
H -0.530 -1.771 -1.854 0.2555
H -0.438 -0.749 2.474 0.0649
O -1.016 1.439 2.911 -0.4909
C -0.506 0.602 2.199 0.4676
H 2.071 1.575 -0.438 0.0736
H -2.031 -0.378 -1.195 0.2529
C -0.136 0.686 0.733 -0.1556
H -0.564 -1.724 0.482 0.2354
N 0.964 0.058 0.230 -0.4388
C 1.916 0.382 -0.659 0.5728
C -0.230 -0.767 -0.003 -0.0323
C -0.956 -0.768 -1.345 -0.6924
```

Output
- energy above the lowest of the compared OMol25 structures with the same formula, charge and spin (kJ/mol) = 439.1
- HOMO energy (eV) = -10.060
- net charge = 0
- electronic energy (hartree) = -399.79831
- 2S+1 = 1
- M (g mol⁻¹) = 113.116
- gap between HOMO and LUMO (eV) = 10.5

(11)
Density functional theory data (ωB97M-V/def2-TZVPD) for an isolated molecule of C5H7NO2 in a non-equilibrium geometry.

Geometry as XYZ:
```
15
Properties=species:S:1:pos:R:3:nbo_charge:R:1
C -1.586 -0.867 -0.542 -0.2431
O 1.617 1.636 2.122 -0.6601
O 1.026 2.393 0.161 -0.5558
H -1.608 -2.951 -1.278 0.1901
H 1.150 1.104 -0.799 0.3867
C -1.227 -1.806 -1.464 -0.3818
C 0.544 0.171 0.557 -0.2496
C -0.627 0.224 -0.392 -0.1158
H -0.247 -2.087 -2.069 0.2528
H -2.386 -0.802 0.273 0.2343
C 1.019 1.518 0.932 0.7699
H -0.927 1.345 -0.489 0.2203
H 1.904 0.829 2.479 0.4911
N 0.847 -0.011 -0.867 -0.5479
H 0.500 -0.696 1.377 0.2089
```

Output
- energy above the lowest of the compared OMol25 structures with the same formula, charge and spin (kJ/mol) = 427.6
- HOMO energy (eV) = -9.600
- net charge = 0
- electronic energy (hartree) = -399.80271
- SMILES = C=C[C@@H]1N[C@H]1C(=O)O
- 2S+1 = 1
- M (g mol⁻¹) = 113.116
- gap between HOMO and LUMO (eV) = 10.1

(12)
Density functional theory data (ωB97M-V/def2-TZVPD) for an isolated molecule of C5H7NO2 in a non-equilibrium geometry.

Geometry as XYZ:
```
15
Properties=species:S:1:pos:R:3:nbo_charge:R:1
C 0.758 1.662 -0.321 -0.6108
H -2.037 -1.318 1.515 0.2261
N -1.842 -0.355 -0.263 -0.0080
C 0.399 0.243 -0.412 0.1168
C 0.090 -0.417 0.953 0.5276
H 0.035 2.319 0.272 0.2301
H 2.362 -0.652 -0.801 0.2280
H 1.425 0.007 -2.165 0.2190
H 1.672 1.625 0.223 0.2282
C -1.411 -0.788 0.865 -0.1397
C 1.418 -0.521 -1.255 -0.6121
H 1.098 -1.553 -1.515 0.2241
O 0.843 -0.270 1.880 -0.5117
H 0.992 2.015 -1.288 0.2213
O -0.864 0.141 -1.052 -0.3390
```

Output
- energy above the lowest of the compared OMol25 structures with the same formula, charge and spin (kJ/mol) = 233.9
- HOMO energy (eV) = -9.839
- net charge = 0
- electronic energy (hartree) = -399.87648
- SMILES = CC1(C)ON=CC1=O
- 2S+1 = 1
- M (g mol⁻¹) = 113.116
- gap between HOMO and LUMO (eV) = 9.9